3 unconnected molecules or ions with the total composition C12H31N2O12P3S at a distorted geometry, computed with wB97M-V/def2-TZVPD.

Results
Multiplicity: 1
HOMO level (eV): -9.31
Frontier orbital gap (eV): 6.144
Structure (SMILES): C[C@@H]1[C@@H](P(=O)(O)O)NC(=O)[C@]1(S)CN.COP(=O)(OC)OC.COP(=O)(OC)OC

Each line ends with the Löwdin charge.
Element x y z (Å)
C1 -0.894 4.689 2.553  -0.10
C2 -1.346 3.265 1.870  -0.30
C3 -2.670 2.863 2.796  -0.31
P1 -4.029 1.882 1.879  0.76
O1 -5.457 2.570 2.169  -0.40
O2 -4.176 0.227 2.402  -0.21
O3 -3.713 2.063 0.156  -0.26
N1 -2.050 2.163 3.995  0.05
C4 -1.130 1.098 3.433  -0.26
O4 -0.883 -0.151 3.879  -0.02
C5 -0.469 1.907 2.147  -0.59
S1 -0.422 1.070 0.471  0.73
C6 1.104 2.013 2.598  -0.29
N2 2.009 2.720 1.614  -0.05
H1 -1.738 5.476 2.268  0.10
H2 -0.950 4.566 3.720  0.09
H3 0.118 5.125 2.156  0.09
H4 -1.514 3.518 0.736  0.13
H5 -3.220 3.886 3.054  0.15
H6 -3.346 -0.316 2.178  0.08
H7 -4.617 2.371 -0.206  0.10
H8 -2.746 1.780 4.675  0.15
H9 0.240 1.987 -0.403  -0.06
H10 1.177 2.551 3.652  0.14
H11 1.516 0.907 2.712  0.13
H12 2.680 3.282 2.219  0.08
H13 2.649 1.986 1.184  0.07
C7 -1.126 -4.246 -1.232  -0.14
O5 -2.300 -4.190 -0.434  -0.33
P2 -3.838 -4.104 -1.222  0.77
O6 -3.353 -5.029 -2.346  -0.26
O7 -3.543 -2.539 -1.639  -0.26
C8 -3.327 -1.622 -0.581  -0.14
O8 -5.376 -4.018 -2.010  -0.25
C9 -6.182 -5.166 -1.821  -0.16
H14 -0.273 -3.986 -0.600  0.09
H15 -0.977 -5.263 -1.604  0.08
H16 -1.175 -3.538 -2.062  0.09
H17 -2.261 -1.380 -0.535  0.07
H18 -3.647 -2.030 0.381  0.08
H19 -3.884 -0.704 -0.784  0.08
H20 -6.336 -5.339 -0.752  0.08
H21 -5.716 -6.044 -2.275  0.08
H22 -7.151 -4.996 -2.298  0.09
C10 4.217 -2.026 -2.987  -0.14
O9 5.477 -1.631 -2.465  -0.33
P3 5.647 -0.036 -1.817  0.77
O10 4.221 -0.076 -1.253  -0.26
O11 5.613 0.591 -3.340  -0.26
C11 6.626 0.165 -4.233  -0.13
O12 5.816 1.560 -1.170  -0.25
C12 6.048 1.590 0.227  -0.16
H23 4.370 -2.908 -3.614  0.09
H24 3.545 -2.301 -2.171  0.08
H25 3.775 -1.236 -3.599  0.09
H26 6.191 -0.533 -4.953  0.09
H27 7.451 -0.324 -3.708  0.08
H28 7.012 1.032 -4.776  0.09
H29 6.942 1.009 0.467  0.08
H30 5.187 1.189 0.768  0.07
H31 6.204 2.628 0.533  0.09

---

A molecular structure, C12H32BIO6S2Si2, computed with wB97M-V/def2-TZVPD.

Results
ΔE to the lowest compared entry with this formula, charge and spin (kcal/mol): 0.0
Multiplicity: 1
HOMO level (eV): -8.77
Frontier orbital gap (eV): 9.327

Each line ends with the Löwdin charge.
Element x y z (Å)
C1 1.969 1.115 5.517  -0.06
B1 0.749 0.842 4.573  -0.55
O1 -0.302 0.135 5.104  0.08
Si1 0.696 1.485 2.634  0.56
C2 -0.214 3.146 2.473  -0.28
C3 -1.339 3.234 1.424  -0.37
C4 -0.822 3.010 0.008  -0.64
I1 -2.373 2.455 -1.364  0.89
O2 -0.091 0.358 1.696  -0.42
Si2 0.448 -1.213 1.600  0.54
C5 0.134 -1.891 -0.117  -0.29
C6 -0.699 -0.970 -1.038  -0.26
C7 0.042 -0.549 -2.300  -0.13
C8 1.240 0.318 -2.043  -0.51
O3 1.605 0.703 -0.979  0.13
O4 1.893 0.682 -3.201  0.07
H1 2.898 0.658 5.158  0.06
H2 2.155 2.198 5.538  0.06
H3 1.772 0.781 6.540  0.06
H4 -1.134 0.264 4.631  0.09
H5 2.097 1.664 2.164  0.01
H6 -0.654 3.356 3.458  0.07
H7 0.517 3.945 2.301  0.08
H8 -1.773 4.241 1.464  0.10
H9 -2.156 2.550 1.669  0.08
H10 -0.093 2.204 -0.057  0.00
H11 -0.407 3.922 -0.420  0.04
H12 1.881 -1.196 1.974  0.00
H13 -0.300 -2.022 2.597  -0.01
H14 -0.375 -2.856 -0.006  0.07
H15 1.103 -2.127 -0.567  0.06
H16 -1.021 -0.074 -0.504  0.03
H17 -1.613 -1.487 -1.348  0.11
H18 0.393 -1.426 -2.860  0.13
H19 -0.613 -0.002 -2.990  0.11
H20 2.781 0.295 -3.200  0.12
C9 4.292 -5.300 1.867  -0.27
S1 2.746 -5.146 0.967  0.81
O5 2.528 -3.690 0.753  -0.57
C10 1.675 -5.618 2.328  -0.27
H21 5.090 -4.993 1.195  0.05
H22 4.264 -4.645 2.738  0.06
H23 4.437 -6.339 2.164  0.05
H24 1.839 -4.937 3.163  0.06
H25 1.883 -6.648 2.616  0.05
H26 0.649 -5.533 1.977  0.05
C11 -2.462 2.698 -5.661  -0.27
S2 -4.137 2.981 -5.080  0.77
O6 -4.416 1.931 -4.065  -0.61
C12 -4.967 2.462 -6.587  -0.27
H27 -1.796 2.920 -4.830  0.03
H28 -2.358 1.654 -5.957  0.06
H29 -2.250 3.364 -6.497  0.05
H30 -4.682 1.436 -6.818  0.06
H31 -4.695 3.135 -7.400  0.05
H32 -6.037 2.519 -6.402  0.05